No. 1
Entry from OMol25: C3H6N2 as an isolated structure (ωB97M-V/def2-TZVPD).

The calculation puts the calculated total energy at -227.2819 a.u. The orbital gap comes out at 10.39 eV. The lowest unoccupied orbital energy comes out at 0.541 eV.

Geometry as XYZ:
```
11
C3H6N2 | OMol25 | ωB97M-V/def2-TZVPD
C -0.164 -0.058 0.622
C -1.018 -0.119 -1.113
C 1.286 0.304 0.391
N -0.579 -1.146 1.505
N -0.912 0.015 1.790
H -1.315 0.958 -1.062
H -1.870 -0.782 -1.248
H -0.264 -0.343 -1.873
H 1.772 0.020 1.312
H 1.437 1.359 0.097
H 1.626 -0.209 -0.422
```

Löwdin atomic charge list, values in e, 8 entries: number 1, C, carries -0.464; number 2, C, carries 0.009; number 3, C, carries -0.057; number 4, N, carries 0.131; number 5, N, carries 0.094; number 6, H, carries 0.043; number 7, H, carries 0.026; number 8, H, carries 0.027

***

No. 2
Entry from OMol25: a 2-piece molecular cluster, C3H6N2 overall (ωB97M-V/def2-TZVPD).

The calculation puts the calculated total energy at -227.2054 a.u. The orbital gap comes out at 10.63 eV. The lowest unoccupied orbital energy comes out at 0.876 eV.

Geometry as XYZ:
```
11
C3H6N2 | OMol25 | ωB97M-V/def2-TZVPD
C -1.070 1.811 -0.546
C -0.071 1.471 -1.345
C 1.291 -1.010 1.024
N 0.887 -2.028 1.787
N 0.459 -1.893 0.338
H -0.842 2.092 0.496
H -2.105 1.510 -0.676
H -0.226 1.017 -2.325
H 0.895 1.623 -1.131
H 1.294 -2.810 2.169
H -0.513 -1.781 0.209
```

Löwdin atomic charge list, values in e, 8 entries: number 1, C, carries -0.082; number 2, C, carries -0.080; number 3, C, carries -0.088; number 4, N, carries -0.011; number 5, N, carries -0.012; number 6, H, carries 0.054; number 7, H, carries 0.042; number 8, H, carries 0.055

***

No. 3
Entry from OMol25: one molecule with the formula C3H6N2O (ωB97M-V/def2-TZVPD).

As for the structure (SMILES): C=N/C([NH3+])=C/[O-]. The calculation puts the calculated total energy at -302.5584 a.u. The orbital gap (spin up / spin down) comes out at 8.58 / 8.58 eV. The lowest unoccupied orbital energy (spin up / spin down) comes out at 0.398 / 0.398 eV.

Geometry as XYZ:
```
12
C3H6N2O | OMol25 | ωB97M-V/def2-TZVPD
C 1.731 0.357 0.455
N 0.654 1.072 0.040
C -0.364 0.333 -0.322
N -0.217 -1.057 0.015
C -1.728 0.798 -0.422
O -2.679 0.029 -0.401
H 2.142 -0.415 -0.208
H 2.509 0.932 0.953
H 0.702 -0.842 0.820
H -1.139 -1.448 0.247
H 0.236 -1.652 -0.678
H -1.848 1.893 -0.499
```

Löwdin atomic charge list, values in e, 8 entries: number 1, C, carries -0.166; number 2, N, carries 0.014; number 3, C, carries -0.396; number 4, N, carries 0.113; number 5, C, carries -0.231; number 6, O, carries -0.002; number 7, H, carries 0.062; number 8, H, carries 0.048

***

No. 4
Entry from OMol25: a 2-piece molecular cluster, C3H6N2O overall (ωB97M-V/def2-TZVPD).

As for the structure (SMILES): c1c[nH]cn1.O. The calculation puts the calculated total energy at -302.6401 a.u. The orbital gap comes out at 10.02 eV. The lowest unoccupied orbital energy comes out at 0.684 eV.

Geometry as XYZ:
```
12
C3H6N2O | OMol25 | ωB97M-V/def2-TZVPD
C -0.762 -1.428 0.166
C -1.090 -0.507 1.131
N 0.040 0.340 1.340
C 0.993 -0.073 0.448
N 0.584 -1.151 -0.274
H -1.329 -2.274 -0.207
H -1.959 -0.230 1.647
H 0.051 1.057 1.972
H 1.878 0.423 0.440
H 1.030 1.799 -1.919
H -0.403 1.577 -1.631
O 0.189 1.922 -2.279
```

Löwdin atomic charge list, values in e, 8 entries: number 1, C, carries -0.126; number 2, C, carries -0.100; number 3, N, carries 0.052; number 4, C, carries -0.202; number 5, N, carries 0.041; number 6, H, carries 0.092; number 7, H, carries 0.081; number 8, H, carries 0.102

***

No. 5
Entry from OMol25: one molecule with the formula C3H6N2O (ωB97M-V/def2-TZVPD).

As for the structure (SMILES): [H]/N=C/CNC=O. The calculation puts the calculated total energy at -302.6354 a.u. The orbital gap comes out at 10.22 eV. The lowest unoccupied orbital energy comes out at 0.793 eV.

Geometry as XYZ:
```
12
C3H6N2O | OMol25 | ωB97M-V/def2-TZVPD
O 2.589 -0.198 0.401
C 1.410 -0.129 0.655
N 0.199 1.136 -0.953
C -0.903 0.670 -0.544
C -0.863 -0.594 0.314
N 0.481 -1.109 0.357
H 0.145 1.952 -1.552
H -1.880 1.071 -0.826
H 0.862 0.691 1.256
H -1.182 -0.422 1.353
H -1.554 -1.331 -0.103
H 0.759 -1.768 -0.359
```

Löwdin atomic charge list, values in e, 8 entries: number 1, O, carries 0.020; number 2, C, carries -0.431; number 3, N, carries 0.108; number 4, C, carries -0.192; number 5, C, carries -0.203; number 6, N, carries -0.006; number 7, H, carries 0.075; number 8, H, carries 0.109

***

No. 6
Entry from OMol25: a 2-piece molecular cluster, C3H6N2O overall (ωB97M-V/def2-TZVPD).

As for the structure (SMILES): c1c[nH]cn1.O. The calculation puts the calculated total energy at -302.6348 a.u. The orbital gap comes out at 9.81 eV. The lowest unoccupied orbital energy comes out at 1.016 eV.

Geometry as XYZ:
```
12
C3H6N2O | OMol25 | ωB97M-V/def2-TZVPD
C 0.959 -0.486 1.599
C -0.241 -0.034 1.135
N -0.577 -0.703 -0.020
C 0.363 -1.601 -0.183
N 1.392 -1.462 0.725
H 1.614 -0.009 2.313
H -0.960 0.449 1.778
H 0.539 -2.288 -0.996
H 2.386 -1.461 0.623
H -2.326 2.481 -1.698
H -1.645 2.709 -3.086
O -1.503 2.404 -2.189
```

Löwdin atomic charge list, values in e, 8 entries: number 1, C, carries -0.138; number 2, C, carries -0.173; number 3, N, carries 0.053; number 4, C, carries -0.208; number 5, N, carries 0.033; number 6, H, carries 0.103; number 7, H, carries 0.093; number 8, H, carries 0.110

***

No. 7
Entry from OMol25: one molecule with the formula C3H6N2O (ωB97M-V/def2-TZVPD).

The calculation puts the calculated total energy at -302.4837 a.u. The orbital gap comes out at 10.08 eV. The lowest unoccupied orbital energy comes out at 1.181 eV.

Geometry as XYZ:
```
12
C3H6N2O | OMol25 | ωB97M-V/def2-TZVPD
C -0.352 0.576 1.368
N 0.021 -0.923 -1.690
C 0.769 -0.183 0.593
C -0.468 0.878 -0.151
N -0.440 -0.648 -0.351
O 1.127 1.121 -0.049
H 0.816 -1.565 -1.679
H -0.716 -1.393 -2.214
H 1.526 -0.848 1.003
H -1.099 1.590 -0.676
H -1.158 0.000 1.832
H -0.026 1.394 2.013
```

Löwdin atomic charge list, values in e, 8 entries: number 1, C, carries -0.075; number 2, N, carries -0.007; number 3, C, carries -0.217; number 4, C, carries -0.152; number 5, N, carries -0.075; number 6, O, carries -0.094; number 7, H, carries 0.075; number 8, H, carries 0.069

***

No. 8
Entry from OMol25: a 2-piece molecular cluster, C3H6N2O overall (ωB97M-V/def2-TZVPD).

As for the structure (SMILES): c1c[nH]cn1.O. The calculation puts the calculated total energy at -302.6163 a.u. The orbital gap comes out at 9.84 eV. The lowest unoccupied orbital energy comes out at 0.700 eV.

Geometry as XYZ:
```
12
C3H6N2O | OMol25 | ωB97M-V/def2-TZVPD
C -0.107 -0.740 0.685
C -0.356 0.631 0.789
N 0.839 1.201 0.263
C 1.786 0.089 0.179
N 1.155 -1.030 0.441
H -0.884 -1.532 0.828
H -1.194 1.305 0.921
H 1.140 2.202 0.576
H 2.824 0.500 -0.097
H -2.415 -0.757 -1.704
H -1.233 -0.706 -1.033
O -1.556 -1.163 -1.848
```

Löwdin atomic charge list, values in e, 8 entries: number 1, C, carries -0.258; number 2, C, carries -0.103; number 3, N, carries 0.001; number 4, C, carries -0.153; number 5, N, carries 0.041; number 6, H, carries 0.125; number 7, H, carries 0.102; number 8, H, carries 0.174

***

No. 9
Entry from OMol25: one molecule with the formula C3H6N2O (ωB97M-V/def2-TZVPD).

As for the structure (SMILES): [H]/N=C1\NCCO1. The calculation puts the calculated total energy at -302.6235 a.u. The orbital gap comes out at 9.81 eV. The lowest unoccupied orbital energy comes out at 0.795 eV.

Geometry as XYZ:
```
12
C3H6N2O | OMol25 | ωB97M-V/def2-TZVPD
C -0.831 0.032 0.076
C 1.311 -0.802 -0.390
C 1.309 0.697 0.035
H -2.653 -0.524 0.241
H -0.766 -1.653 -1.034
H 1.728 -0.923 -1.424
H 1.610 -1.560 0.299
H 1.692 1.368 -0.686
H 1.994 0.799 0.906
N -1.971 0.272 0.531
N -0.122 -1.001 -0.508
O 0.039 1.004 0.402
```

Löwdin atomic charge list, values in e, 8 entries: number 1, C, carries -0.576; number 2, C, carries -0.121; number 3, C, carries -0.183; number 4, H, carries 0.083; number 5, H, carries 0.173; number 6, H, carries 0.128; number 7, H, carries 0.102; number 8, H, carries 0.106

***

No. 10
Entry from OMol25: one molecule with the formula C3H6N2O (ωB97M-V/def2-TZVPD).

The calculation puts the calculated total energy at -302.5354 a.u. The orbital gap comes out at 9.09 eV. The lowest unoccupied orbital energy comes out at 0.181 eV.

Geometry as XYZ:
```
12
C3H6N2O | OMol25 | ωB97M-V/def2-TZVPD
N -1.877 0.131 -0.776
C -0.567 0.541 -0.345
C 1.461 0.977 1.442
O 1.607 0.032 0.538
C 0.397 -0.543 0.058
N 0.225 -1.779 -0.042
H -1.909 -0.022 -1.774
H -2.153 -0.737 -0.329
H -0.072 1.127 -1.130
H 2.489 1.392 1.518
H -0.616 1.201 0.534
H 1.016 -2.320 0.306
```

Löwdin atomic charge list, values in e, 8 entries: number 1, N, carries 0.011; number 2, C, carries -0.250; number 3, C, carries 0.090; number 4, O, carries -0.085; number 5, C, carries -0.412; number 6, N, carries 0.188; number 7, H, carries 0.069; number 8, H, carries 0.068

***

These records have strongest force on any atom values of 6.39, 3.84, 0.35, 5.20, 1.59, 1.96, 3.89, 4.26, 4.63, 0.54 eV Å⁻¹, in the order they appear.